Below is a molecular structure, C56H62ClCsN6O2P2SSi, with properties calculated with ωB97M-V with the def2-TZVPD basis set.

Computed properties:
Largest force on an atom, eV Å⁻¹: 2.41
Lowest unoccupied orbital energy, eV: 0.020
HOMO level, eV: -7.9
Calculated total energy, eV: -122477.9911
Energy relative to the best compared isomer or geometry (same formula, charge and spin), kJ/mol: 0.00

Last column: Löwdin charge in e.
Positions of all 132 atoms, in Å:
Cs -0.785 -1.345 -0.228  0.943
N 1.528 -5.019 1.358  0.127
C 2.716 -5.638 0.914  -0.255
C 3.117 -6.867 1.410  -0.025
C 4.292 -7.446 0.951  -0.085
C 5.089 -6.774 0.035  -0.089
C 4.699 -5.524 -0.429  -0.096
C 3.495 -4.970 -0.020  -0.471
S 2.890 -3.459 -0.688  0.968
N 2.007 -2.817 0.633  -0.269
C 1.453 -3.640 1.433  -0.430
C 0.623 -3.090 2.557  -0.277
C 1.131 -2.109 3.394  -0.016
C 0.311 -1.625 4.399  -0.057
C -0.965 -2.146 4.525  -0.049
C -1.373 -3.140 3.649  -0.122
N -0.595 -3.617 2.676  0.118
H 1.009 -5.504 2.076  0.136
H 2.504 -7.372 2.148  0.113
H 4.592 -8.416 1.324  0.103
H 6.012 -7.214 -0.317  0.103
H 5.321 -4.981 -1.129  0.107
H 2.131 -1.730 3.235  0.117
H 0.657 -0.844 5.064  0.102
H -1.644 -1.789 5.288  0.108
H -2.366 -3.566 3.724  0.109
C -4.584 0.105 -0.736  -0.263
P -4.126 -1.426 0.178  0.804
C -5.133 -1.190 1.701  -0.296
C -5.106 -2.708 -0.730  -0.384
C -6.492 -2.582 -0.854  -0.100
C -7.246 -3.520 -1.536  -0.079
C -6.618 -4.616 -2.116  -0.079
C -5.246 -4.753 -2.005  -0.100
C -4.470 -3.815 -1.321  -0.386
P -2.633 -4.016 -1.217  0.810
C -2.489 -5.677 -0.440  -0.287
C -2.196 -4.438 -2.954  -0.271
H -5.665 0.241 -0.820  0.041
H -4.145 0.084 -1.734  0.019
H -4.161 0.968 -0.218  0.039
H -6.163 -0.885 1.504  0.031
H -4.662 -0.421 2.316  0.028
H -5.147 -2.115 2.279  0.034
H -6.995 -1.729 -0.411  0.094
H -8.319 -3.398 -1.621  0.104
H -7.196 -5.355 -2.656  0.104
H -4.766 -5.609 -2.467  0.094
H -3.035 -6.451 -0.984  0.034
H -2.860 -5.633 0.585  0.033
H -1.434 -5.954 -0.396  0.030
H -2.735 -5.303 -3.346  0.033
H -1.126 -4.652 -2.996  0.040
H -2.379 -3.581 -3.604  0.031
O -1.022 -0.255 -2.313  -0.808
Si -0.938 0.509 -3.711  0.387
C -0.550 2.356 -3.547  -0.209
C -1.557 3.288 -3.261  -0.096
C -1.266 4.627 -3.027  -0.096
C 0.050 5.071 -3.080  -0.107
C 1.067 4.169 -3.364  -0.101
C 0.766 2.831 -3.593  -0.088
C -2.579 0.376 -4.638  -0.209
C -2.973 1.212 -5.687  -0.097
C -4.190 1.036 -6.337  -0.095
C -5.046 0.012 -5.948  -0.103
C -4.679 -0.833 -4.910  -0.090
C -3.459 -0.649 -4.267  -0.112
C 0.411 -0.230 -4.802  -0.218
C 1.118 -1.351 -4.357  -0.091
C 2.106 -1.944 -5.137  -0.095
C 2.407 -1.422 -6.387  -0.104
C 1.717 -0.307 -6.852  -0.096
C 0.733 0.277 -6.066  -0.096
H -2.591 2.962 -3.223  0.101
H -2.066 5.324 -2.810  0.096
H 0.278 6.117 -2.907  0.094
H 2.096 4.505 -3.417  0.086
H 1.574 2.145 -3.823  0.101
H -2.327 2.027 -5.996  0.099
H -4.473 1.702 -7.142  0.096
H -5.996 -0.120 -6.450  0.095
H -5.340 -1.633 -4.596  0.096
H -3.176 -1.307 -3.450  0.073
H 0.884 -1.765 -3.382  0.080
H 2.639 -2.813 -4.768  0.094
H 3.174 -1.879 -7.000  0.094
H 1.948 0.107 -7.826  0.096
H 0.209 1.149 -6.446  0.101
C 0.732 2.466 5.700  -0.035
C 2.119 3.084 5.461  -0.500
C 3.118 1.960 5.161  -0.031
C 2.547 3.749 6.776  -0.052
C 2.084 4.159 4.319  -0.431
O 0.976 5.040 4.521  -0.006
C 3.369 5.016 4.308  -0.118
C 3.475 6.092 3.215  -0.127
C 4.021 5.634 1.879  -0.246
C 3.322 5.859 0.698  -0.041
C 3.807 5.428 -0.528  -0.090
C 5.023 4.769 -0.576  -0.665
Cl 5.653 4.234 -2.107  0.662
C 5.748 4.534 0.581  -0.100
C 5.242 4.969 1.796  -0.041
C 1.893 3.622 2.898  -0.037
N 0.847 2.646 2.638  -0.106
C 0.992 1.391 2.206  -0.170
N -0.182 0.827 1.998  0.025
C -1.039 1.836 2.315  -0.208
N -0.466 2.963 2.681  0.135
H 0.729 1.974 6.676  0.086
H 0.471 1.718 4.955  0.057
H -0.056 3.218 5.693  0.088
H 3.152 1.273 6.010  0.092
H 4.134 2.325 5.003  0.084
H 2.830 1.373 4.291  0.064
H 2.455 3.026 7.588  0.088
H 1.911 4.597 7.045  0.090
H 3.581 4.095 6.759  0.083
H 1.075 5.465 5.379  0.094
H 4.252 4.374 4.273  0.109
H 3.412 5.524 5.273  0.112
H 4.132 6.878 3.596  0.123
H 2.501 6.564 3.072  0.117
H 2.362 6.363 0.736  0.121
H 3.244 5.591 -1.437  0.095
H 6.699 4.022 0.524  0.105
H 5.819 4.786 2.695  0.114
H 2.818 3.169 2.543  0.143
H 1.682 4.469 2.253  0.127
H 1.958 0.944 2.029  0.136
H -2.112 1.750 2.246  0.106